# 1
A structure of composition C30H33AgN5O3 in a non-equilibrium geometry, computed with wB97M-V/def2-TZVPD.

Computed properties:
Gap between HOMO and LUMO (eV): 6.6
LUMO level (eV): 2.5
Max |F| (hartree/bohr): 0.02822
Net charge: -1

```
72
C30H33AgN5O3 (wB97M-V/def2-TZVPD)
C 0.01 1.36 2.43
H 3.84 1.61 1.83
C 1.29 -3.90 -1.50
H 5.53 1.09 1.76
C 3.84 1.06 -1.16
C -0.72 2.15 3.34
N 1.64 1.51 0.57
C 2.30 -4.60 -0.85
N 1.20 -0.80 0.48
C -0.73 3.54 3.32
H 3.06 -2.32 1.52
H -5.72 0.32 1.04
C -4.71 0.11 -1.40
C 0.02 4.22 2.39
C 1.84 0.25 0.13
C 1.62 4.29 0.47
C 5.88 2.83 -1.81
C -5.72 -0.74 0.74
H 6.68 3.52 -2.05
C 0.81 3.52 1.48
H 1.37 4.00 -0.55
H 3.40 1.06 -3.25
H 3.69 -4.59 0.77
H -4.75 1.09 -0.93
C 0.78 2.11 1.52
C 2.93 -4.04 0.24
H -0.89 -2.57 -2.25
H 6.37 2.78 0.27
C 4.69 1.53 -0.15
H 4.23 -0.01 1.26
C 2.58 -2.77 0.66
H -3.97 -4.21 -0.64
N -3.87 -3.25 -0.33
H 1.42 5.35 0.58
H 5.21 2.63 -3.83
C 0.92 -2.63 -1.09
C -3.25 -0.73 0.46
O -5.54 -2.63 -1.70
H -0.71 -1.27 -1.05
H 2.70 4.15 0.62
H 0.20 -1.21 -2.55
C -0.18 -1.88 -1.78
C 4.57 1.03 1.26
O -2.27 -4.02 1.06
H -5.55 -2.66 1.73
H 2.64 -0.54 -1.57
H -6.66 -0.95 0.23
C -4.57 -0.94 -0.28
N -2.57 -1.77 0.96
C 4.05 1.45 -2.48
H 2.57 -5.59 -1.20
O -2.85 0.42 0.64
C -3.56 0.08 -2.40
C 5.70 2.42 -0.50
H 0.79 -4.36 -2.35
C -4.71 -2.33 -0.86
H -4.69 -1.34 2.54
H 2.18 2.19 0.05
H 0.01 5.30 2.34
H -1.34 4.09 4.03
C 5.06 2.33 -2.80
C -2.84 -3.03 0.64
H -5.66 -0.08 -1.91
H -6.45 -1.44 2.64
H -2.63 0.33 -1.90
H -3.47 -0.91 -2.85
H -1.31 1.66 4.11
C -5.59 -1.60 1.99
N 2.84 0.15 -0.86
Ag -0.84 -0.56 1.91
H -3.74 0.81 -3.19
C 1.58 -2.05 0.00
```

=====

# 2
A structure of composition C30H33AlFN4O4Sb in a non-equilibrium geometry, computed with wB97M-V/def2-TZVPD.

Computed properties:
Gap between HOMO and LUMO (eV): 6.1
LUMO level (eV): -7.0
Max |F| (hartree/bohr): 0.01977
Net charge: +2
ΔE to the lowest compared entry with this formula, charge and spin (kcal per mole): 126.8

```
74
C30H33AlFN4O4Sb (wB97M-V/def2-TZVPD)
C 3.16 -0.17 -0.78
H -1.86 4.25 0.04
H 2.14 -1.98 -0.51
C -3.58 -1.71 -1.96
N -0.55 1.86 -0.84
H -2.66 -7.41 -1.48
O 0.05 -2.51 -1.29
H 2.75 3.56 -1.89
C 2.05 -0.91 -0.65
C 0.60 1.14 -0.80
H 0.94 4.68 2.97
C -2.44 -0.72 -1.65
C -0.63 3.22 -1.47
C 0.62 3.54 -2.27
C 0.75 -5.92 0.81
H -1.30 -1.04 -3.72
H -0.12 4.44 0.27
C 4.30 1.50 3.51
H 4.76 2.15 4.26
H -2.41 2.40 -0.20
C 1.83 1.84 -1.03
N -1.63 -1.27 -0.54
C -1.92 -0.70 0.74
H -2.78 0.69 2.74
C -2.02 0.63 0.85
C 0.54 -6.01 -2.50
H 4.88 1.60 2.60
H -2.07 1.69 -3.65
C -0.24 -1.30 -0.84
H -1.48 3.17 -2.14
H 0.25 -6.09 1.76
H -0.10 -6.22 -3.36
C 0.52 1.33 3.05
H -2.52 -7.40 0.30
O -3.08 -2.98 -1.92
C -2.73 0.79 -1.54
H -3.78 1.04 -1.44
H 0.69 2.91 -3.16
H 1.10 -5.09 -2.68
N -2.33 1.25 2.02
H 1.39 -6.76 0.58
H -0.23 0.56 3.08
C -1.77 -0.40 -2.99
C -1.97 -7.43 -0.64
H -0.96 5.28 -1.04
C 0.74 -0.32 -0.70
C 1.82 3.30 -1.38
H 1.35 -5.01 0.87
C -1.91 1.46 -0.42
H 4.37 0.47 3.85
H 3.95 1.79 -1.19
C -2.31 2.67 2.28
H -2.04 -1.39 1.57
C 2.51 3.25 3.19
F 4.37 -0.72 -0.72
H -1.37 -8.33 -0.69
H 0.57 4.57 -2.60
C 2.87 1.91 3.30
C 1.19 3.62 3.01
O -4.69 -1.43 -2.24
C 1.85 0.96 3.23
N -1.14 3.18 2.73
H 1.23 -6.84 -2.35
C 0.17 2.67 2.92
C -2.14 0.88 -2.94
Al -1.55 -3.31 -1.27
O -3.31 3.33 2.12
C 3.05 1.21 -1.01
C -0.91 4.35 -0.47
H -1.22 4.17 2.91
H 1.77 3.91 -0.47
H 3.27 4.01 3.29
Sb -0.67 -5.75 -0.77
H 2.08 -0.09 3.35
```

=====

# 3
A structure of composition C30H33BeCl4CsFIMgN4O11 in a non-equilibrium geometry, computed with wB97M-V/def2-TZVPD.

Computed properties:
Gap between HOMO and LUMO (eV): 1.3
LUMO level (eV): -10.1
Max |F| (hartree/bohr): 0.12106
Net charge: +2

```
87
C30H33BeCl4CsFIMgN4O11 (wB97M-V/def2-TZVPD)
H 2.25 -3.78 3.41
H -4.26 2.73 1.78
Cl -7.86 -1.34 -1.31
H -4.63 -1.36 0.61
H 4.03 3.08 1.75
H -5.92 0.73 -0.97
C 2.51 1.99 0.44
H 4.44 -3.53 2.70
F 6.16 1.24 1.25
H -2.60 2.34 -0.41
H 3.71 1.41 2.28
C 5.63 -0.53 -3.26
H 0.69 6.96 0.40
C -0.31 -3.32 -1.75
H 3.35 -7.17 -0.70
Mg -6.21 3.68 0.58
H 2.17 5.27 -1.13
H 6.28 0.28 -2.93
C 4.27 -2.83 0.63
H 1.67 -2.45 2.39
Cl -6.82 -0.86 1.35
N -4.59 0.87 0.71
C 1.72 7.04 0.01
O -1.36 -3.70 -1.48
I -0.96 4.78 -0.91
C 0.84 0.42 -1.07
H 2.65 4.56 1.77
N 0.36 -0.75 -1.70
C -0.04 1.75 -1.22
C -4.24 1.64 1.78
O 3.21 -2.90 -0.38
Cl -8.91 -2.74 0.97
H -5.29 2.37 -0.54
O 2.48 -7.06 1.02
H -3.76 -1.35 3.08
N 2.99 -0.58 0.04
H 1.63 7.49 -0.99
C 2.14 0.55 -0.22
H 3.53 5.73 -0.06
O -6.83 -4.76 0.42
C 3.86 2.06 1.34
C 1.96 4.60 0.91
C -5.67 -4.35 0.31
H -4.05 1.83 -2.57
C 2.53 -1.76 -0.56
C -3.84 0.91 2.92
H -4.47 -3.30 -0.44
Cl -9.48 0.08 0.62
H 4.87 -3.75 0.51
O -5.42 -3.35 -0.64
C 3.78 -2.83 2.14
N 0.89 -3.06 -1.93
C 1.23 -1.80 -1.40
O 4.21 -6.95 -0.28
O 4.51 -6.56 1.89
Be -5.70 1.56 3.12
C 0.32 3.10 -0.59
C -8.29 -1.22 0.40
H 4.61 -0.32 -2.94
C -2.50 1.41 -1.01
O -4.64 -4.68 0.94
C 3.72 -6.84 0.99
C -5.03 1.29 -0.64
H 3.94 -1.85 2.61
H -3.92 0.11 -2.05
O 5.17 1.81 -0.63
H 1.00 4.97 1.32
C -4.45 -0.42 1.15
H -3.52 1.31 3.89
C 2.44 5.68 -0.15
C -3.99 -0.47 2.48
H 2.27 7.76 0.64
H 5.96 -1.45 -2.78
C -3.87 1.16 -1.71
Cs 0.66 0.45 1.71
H 1.96 -4.13 1.68
C 1.66 3.25 0.29
C 5.11 1.69 0.54
C 2.32 -3.37 2.39
H -2.21 0.56 -0.38
O 5.32 0.37 -5.40
H -1.30 0.79 -2.72
H -1.49 2.55 -2.64
H 4.99 -2.01 0.43
C -1.34 1.65 -2.03
C 5.68 -0.65 -4.83
O 6.08 -1.74 -5.22
```